Molecular formula: C12H12
Method: DFT, the ωB97M-V functional and the def2-TZVPD basis

DFT total energy = -12637.3165 eV
relative energy (zero: lowest compared OMol25 entry of this formula, charge and spin) = 37.2 kcal per mole
Kohn-Sham gap = 10.1 eV
lowest unoccupied orbital energy = 0.966 eV

Last column: natural (NBO) charge in e.
Atoms and positions in Å:
C (0.153, -1.144, -0.960)  -0.20
C (1.409, -0.516, -1.113)  -0.22
C (-0.304, -1.972, -2.004)  -0.23
C (2.282, -0.883, -2.164)  -0.22
C (0.514, -2.301, -3.075)  -0.21
C (1.819, -1.757, -3.188)  -0.22
H (-0.428, -0.919, -0.055)  0.21
H (1.704, 0.172, -0.310)  0.22
H (-1.343, -2.317, -1.920)  0.21
H (3.264, -0.392, -2.166)  0.22
H (0.054, -2.933, -3.846)  0.21
H (2.492, -2.129, -3.972)  0.22
C (-0.903, 1.790, 3.399)  -0.20
C (-0.775, 0.392, 3.084)  -0.22
C (-1.086, 2.828, 2.391)  -0.22
C (-0.734, 0.065, 1.742)  -0.22
C (-1.111, 2.373, 1.073)  -0.20
C (-0.884, 1.035, 0.758)  -0.25
H (-1.014, 2.147, 4.432)  0.21
H (-0.898, -0.350, 3.883)  0.23
H (-1.387, 3.846, 2.674)  0.22
H (-0.645, -0.981, 1.419)  0.21
H (-1.244, 3.083, 0.246)  0.21
H (-0.935, 0.862, -0.325)  0.23